Entry 1:
Entry from the OMol25 dataset: C26H38Cl3N12NaS2Si as an isolated structure (ωB97M-V/def2-TZVPD).

Geometry as XYZ:
```
83
Properties=species:S:1:pos:R:3:forces:R:3:lowdin_charge:R:1
Na -0.59275 0.85222 -0.06804 0.5860 -0.0784 -0.0027 0.028
C 3.57799 -1.71480 4.01886 -0.0090 0.0283 0.0307 -0.103
C 3.68777 -2.40013 2.66016 -0.0199 -0.0103 -0.0442 -0.290
N 3.55701 -1.48811 1.53893 0.0031 0.1274 0.0691 -0.066
C 2.33290 -0.88546 1.24544 -0.0014 -0.0344 -0.0306 -0.890
S 2.41073 0.57897 0.36484 -0.1365 -0.1339 0.0673 0.556
N 1.30270 -1.58231 1.69192 -0.0774 0.1459 -0.1473 -0.028
N 0.06692 -1.07283 1.38638 0.0721 -0.0426 0.1714 0.043
C -0.89181 -1.70757 1.95726 -0.2840 0.0914 -0.0491 -0.292
C -0.63316 -2.85347 2.89568 0.0332 -0.0339 0.0142 -0.045
C -2.29408 -1.24171 1.72371 0.1861 -0.0591 0.0400 -0.216
C -3.39404 -2.02356 2.07854 -0.0286 -0.0043 -0.0063 -0.029
C -4.67059 -1.49901 1.95439 0.0117 -0.0263 0.0096 -0.081
C -4.82897 -0.21084 1.48344 -0.0101 0.0300 -0.0027 -0.074
C -3.68859 0.47183 1.08801 0.0181 -0.0182 -0.0143 -0.180
N -2.46724 -0.02963 1.18753 0.1122 0.0728 0.0223 0.099
H 3.74148 -2.42540 4.83432 -0.0162 -0.0018 -0.0026 0.058
H 2.58738 -1.27351 4.13148 -0.0016 0.0013 -0.0124 0.062
H 4.31624 -0.91384 4.11018 0.0206 -0.0192 0.0027 0.064
H 2.90525 -3.15166 2.56681 0.0298 -0.0306 0.0021 0.092
H 4.65460 -2.90436 2.56468 0.0004 0.0029 0.0087 0.097
H 4.30189 -0.81547 1.43659 0.0365 -0.0501 -0.0598 0.072
H 0.05941 -2.52232 3.67138 0.0062 0.0049 -0.0121 0.072
H -0.13438 -3.67590 2.37573 -0.0171 0.0020 -0.0157 0.072
H -1.53964 -3.22049 3.36874 0.0038 0.0005 0.0186 0.049
H -3.26070 -3.03457 2.43342 -0.0063 0.0051 0.0253 0.091
H -5.53155 -2.09978 2.22375 -0.0003 0.0025 0.0055 0.097
H -5.80114 0.25191 1.38664 -0.0034 -0.0159 -0.0346 0.101
H -3.76288 1.46536 0.65849 -0.0008 0.0049 0.0099 0.088
C 2.06915 4.91218 3.22364 -0.0427 0.0033 0.0385 -0.099
C 2.04528 3.51338 2.61726 0.0544 -0.0661 -0.0662 -0.276
N 1.07621 2.64447 3.25749 -0.2050 0.2324 0.1406 -0.022
C -0.25550 2.69011 2.99570 0.4075 -0.1738 0.0016 -0.918
S -1.30644 1.86901 4.03742 0.0101 0.2299 -0.0027 0.453
N -0.66128 3.48247 1.96986 -0.8525 0.0249 0.0898 -0.046
N -0.40577 3.14678 0.73730 0.0472 0.2317 0.0358 0.013
C -0.82657 3.95193 -0.21816 0.2194 -0.2829 -0.1786 -0.309
C -1.67720 5.15484 0.04957 0.0120 0.1182 0.0302 -0.068
C -0.43000 3.62251 -1.58534 -0.0990 0.0387 0.1541 -0.247
C -0.72223 4.50550 -2.64155 0.0180 -0.0151 -0.0431 -0.036
C -0.32059 4.19513 -3.92540 -0.0138 0.0438 0.0240 -0.097
C 0.37657 3.01988 -4.15874 0.0358 -0.0246 0.0046 -0.108
C 0.61293 2.19854 -3.06621 0.0389 -0.0100 0.0026 -0.167
N 0.23176 2.47119 -1.82913 -0.1600 0.0431 0.0511 0.090
H 2.79042 5.54797 2.70399 0.0089 -0.0079 -0.0003 0.061
H 2.34211 4.87731 4.28209 -0.0002 0.0093 -0.0002 0.061
H 1.08011 5.36449 3.13838 0.0008 0.0096 -0.0066 0.064
H 3.02273 3.03388 2.69812 -0.0163 -0.0157 -0.0385 0.098
H 1.80556 3.56127 1.55867 0.0684 -0.0531 -0.0064 0.084
H 1.27525 2.32305 4.19249 0.1245 -0.2323 -0.1076 0.092
H -1.97928 5.14033 1.09551 0.0059 -0.0144 -0.0033 0.055
H -2.57531 5.14456 -0.57598 0.0216 0.0057 -0.0244 0.070
H -1.15449 6.10142 -0.13933 0.0036 -0.0060 0.0285 0.068
H -1.26422 5.41939 -2.44523 -0.0127 -0.0022 -0.0086 0.090
H -0.55765 4.86730 -4.74272 -0.0026 -0.0074 -0.0036 0.095
H 0.69615 2.72712 -5.14944 -0.0081 -0.0054 -0.0004 0.088
H 1.13867 1.25555 -3.19409 -0.0102 -0.0072 0.0035 0.094
C -0.52624 -1.92948 -3.09526 -0.0086 -0.0085 0.0117 -0.189
N 0.17529 -1.90721 -1.81077 -0.0217 0.0766 -0.0796 -0.062
C -0.17316 -3.11515 -1.06685 -0.0306 0.0019 -0.0101 -0.173
N 0.17958 -4.34053 -1.81087 0.0152 0.0035 -0.0224 -0.088
C -0.51484 -4.30040 -3.10118 -0.0056 0.0119 0.0050 -0.191
N -0.17357 -3.11839 -3.89459 0.0024 -0.0219 0.0111 -0.085
C 1.27463 -3.11483 -4.09549 -0.0094 0.0042 0.0047 -0.197
N 2.02307 -3.11175 -2.83847 0.0022 -0.0271 0.0087 -0.087
C 1.61548 -1.92260 -2.06341 0.0025 -0.0419 0.0138 -0.181
C 1.62113 -4.29539 -2.07478 -0.0098 0.0079 -0.0039 -0.190
H -0.27241 -1.03153 -3.66190 -0.0067 0.0001 -0.0025 0.103
H -1.60264 -1.93053 -2.92047 0.0018 0.0137 -0.0031 0.063
H -1.24879 -3.11353 -0.87321 0.0006 0.0010 0.0030 0.127
H 0.36575 -3.11145 -0.11862 -0.0003 -0.0055 -0.0022 0.099
H -1.59207 -4.30030 -2.92078 -0.0005 0.0007 -0.0025 0.123
H -0.24935 -5.19710 -3.67120 -0.0051 -0.0029 -0.0010 0.113
H 1.54747 -2.22652 -4.67070 -0.0027 0.0027 0.0054 0.120
H 1.55292 -4.00592 -4.66874 0.0060 0.0077 -0.0109 0.112
H 1.89369 -1.02323 -2.61520 0.0049 -0.0013 0.0046 0.109
H 2.15024 -1.91589 -1.11486 -0.0018 0.0197 -0.0026 0.087
H 2.15337 -4.29351 -1.12078 -0.0030 0.0059 0.0023 0.123
H 1.90215 -5.19073 -2.63963 0.0081 -0.0042 0.0079 0.112
Cl -2.69158 0.82777 -4.43087 -0.0302 0.0360 0.1280 -0.036
Si -2.99105 0.87674 -2.24452 -0.2109 -0.1295 -0.2502 -0.336
Cl -4.74561 2.22220 -2.22481 0.1050 -0.0870 0.0115 -0.069
Cl -4.11059 -1.04585 -2.10748 0.0369 0.1087 -0.0043 -0.033
```
Positions in Å, forces in eV/Å.

Properties
E_tot ... -116998.3964 eV
F_max ... 0.9 eV Å⁻¹
LUMO energy ... 0.1394 Eh
ΔE to the lowest compared entry with this formula, charge and spin ... 37.8 kcal/mol
Charge ... -2
Kohn-Sham gap ... 5.308 eV


Entry 2:
Entry from the OMol25 dataset: C26H38ClLiN4O12Si as an isolated structure (ωB97M-V/def2-TZVPD).

Geometry as XYZ:
```
83
Properties=species:S:1:pos:R:3:forces:R:3:lowdin_charge:R:1
Li 1.20214 -0.12234 -1.80418 0.0628 -0.0920 0.1240 0.581
N 1.37692 2.68210 0.43469 0.3106 -0.2177 -0.4158 0.154
C 1.28514 2.71701 1.78050 -0.0407 0.1978 0.2880 -0.258
C 1.10331 3.89483 2.49901 0.0578 -0.0994 -0.3549 -0.049
C 1.01500 3.89237 3.89568 -0.0350 -0.1932 0.1897 -0.120
C 1.07181 2.72743 4.61859 -0.0180 0.1925 0.1066 -0.088
C 1.26636 1.50428 3.93927 0.0469 -0.0057 -0.3412 -0.173
C 1.33686 0.25046 4.58821 0.0286 -0.1335 -0.0577 -0.030
C 1.55194 -0.88491 3.85805 0.0693 0.1457 0.2190 -0.078
C 1.72869 -0.77297 2.46376 0.3605 0.2556 -0.1253 -0.162
N 1.66736 0.36674 1.83328 0.1164 -0.1261 -0.2343 0.151
C 1.41391 1.49128 2.52847 -0.1428 0.1574 0.3374 -0.159
H 1.11782 3.47301 -0.14058 -0.0463 -0.0920 0.0557 0.086
H 1.37809 1.78169 -0.03998 -0.0285 0.1914 0.2726 0.067
H 1.03279 4.82495 1.94739 -0.0301 0.0267 0.0350 0.102
H 0.88943 4.83680 4.41306 -0.0405 0.0053 -0.0126 0.091
H 0.97384 2.72845 5.69824 0.0068 0.0097 -0.0074 0.092
H 1.21467 0.20933 5.66547 -0.0055 -0.0124 0.0014 0.105
H 1.59070 -1.85755 4.33172 0.0124 0.0027 -0.0076 0.099
H 1.93603 -1.64641 1.85359 0.0784 0.1013 0.0526 0.113
O 8.00970 0.38914 -2.25605 0.1622 -0.0601 0.0278 0.074
C 6.97210 -0.46162 -1.95811 0.1126 -0.0601 -0.0804 -0.474
O 7.16596 -1.64080 -1.99003 -0.0455 -0.0012 0.0081 0.119
C 5.74296 0.23892 -1.55397 -0.2072 0.1870 0.0231 -0.087
C 5.71179 1.29143 -0.65706 0.0949 -0.1340 0.0339 -0.052
N 4.41999 1.62542 -0.50888 0.0058 0.1338 0.1365 0.011
N 3.61631 0.88114 -1.26021 -0.4704 -0.0381 0.1247 0.109
C 4.37962 0.02976 -1.90762 0.0548 -0.0188 -0.1398 -0.126
C 3.71578 -0.80000 -3.00330 -0.0476 -0.1065 -0.1061 -0.649
O 4.42084 -1.07016 -3.97902 0.1305 -0.1086 0.0848 0.003
O 2.49963 -1.05310 -2.79890 0.0347 -0.0942 -0.0132 -0.115
H 7.66914 1.28947 -2.28447 -0.1372 0.0158 -0.0575 0.092
H 6.49594 1.74847 -0.07402 -0.0112 0.0639 -0.0421 0.120
H 4.00947 2.38318 0.01285 -0.0343 -0.0483 0.0692 0.141
O 0.44513 3.95887 -2.32162 0.0089 -0.0673 0.2076 -0.387
Cl 1.20487 2.99301 -3.09993 -0.2938 0.9338 -0.0799 0.629
O 2.60190 3.24061 -2.90076 0.3777 -0.0804 0.0864 -0.359
O 0.86426 3.13717 -4.48290 -0.0415 -0.0464 -0.3234 -0.347
O 0.84983 1.67263 -2.65710 -0.1410 -0.5755 0.2856 -0.420
C -2.64014 -0.98660 -4.15159 0.0441 -0.0140 0.2128 -0.029
C -2.44645 -1.88374 -2.92682 -0.2324 -0.1386 -0.3122 -0.647
C -1.09823 -2.60108 -3.03108 -0.1169 0.2499 0.3617 -0.030
C -3.56531 -2.93157 -2.83617 0.1149 0.1687 0.1030 -0.037
O -2.56926 -1.04641 -1.78553 0.1715 -0.0762 -0.1095 -0.117
Si -1.63009 -1.02418 -0.40789 -0.3213 -0.0400 -0.0091 0.009
O -0.13742 -0.64179 -0.60251 0.4389 0.0733 -0.2293 -0.326
O -2.49081 -0.03615 0.62807 -0.1169 0.0106 -0.0950 -0.117
C -2.99478 1.26435 0.36968 -0.1644 0.4166 0.0975 -0.644
C -2.04188 2.08159 -0.50431 0.0308 -0.3684 0.1026 -0.028
C -3.14920 1.94237 1.73454 0.1092 -0.1496 -0.0856 -0.036
C -4.36558 1.15846 -0.31401 0.2252 -0.1605 0.0781 -0.032
O -1.92274 -2.54895 0.22865 -0.0322 -0.0006 0.0832 -0.106
C -1.92078 -2.96475 1.57398 -0.0268 -0.2745 0.3741 -0.652
C -3.27456 -2.65418 2.23206 0.1669 0.0652 -0.2298 -0.032
C -0.79545 -2.29192 2.36639 -0.3284 -0.1182 -0.4360 -0.049
C -1.70808 -4.48278 1.56549 0.0551 0.1838 -0.1179 -0.042
H -2.58163 -1.56497 -5.07626 0.0005 0.0007 -0.0148 0.078
H -1.85960 -0.22449 -4.15463 -0.0050 0.0112 -0.0782 0.091
H -3.61069 -0.48780 -4.10068 -0.0039 -0.0028 0.0011 0.077
H -1.06859 -3.21747 -3.93066 0.0015 -0.0048 -0.0113 0.086
H -0.94685 -3.22951 -2.15208 0.0375 -0.0844 -0.0301 0.082
H -0.28392 -1.88210 -3.05957 0.1129 -0.0124 -0.1095 0.072
H -3.52396 -3.63575 -3.67081 0.0035 0.0103 -0.0226 0.075
H -4.54008 -2.43832 -2.82894 -0.0033 -0.0045 0.0025 0.077
H -3.44211 -3.47215 -1.89654 -0.0483 -0.0685 -0.0150 0.074
H -1.05061 2.09555 -0.05218 -0.0332 0.0630 -0.0254 0.067
H -2.40049 3.10459 -0.62794 -0.0118 0.0088 -0.0234 0.090
H -1.94064 1.61246 -1.48375 0.0242 0.1065 -0.0702 0.083
H -2.17101 2.01957 2.21358 0.0075 0.0458 0.0209 0.078
H -3.79966 1.34450 2.37767 -0.0214 0.0030 -0.0073 0.075
H -3.57388 2.94281 1.62600 0.0006 0.0123 0.0089 0.077
H -4.24846 0.56531 -1.21893 -0.0782 0.0277 -0.0820 0.068
H -4.74595 2.15043 -0.56900 -0.0156 0.0033 0.0157 0.078
H -5.08060 0.65381 0.34123 0.0011 0.0089 0.0161 0.079
H -3.46457 -1.58653 2.14259 -0.0571 0.0378 0.0651 0.067
H -3.26211 -2.94245 3.28651 -0.0303 -0.0151 0.0031 0.076
H -4.07277 -3.19448 1.71760 -0.0030 -0.0127 0.0114 0.081
H -0.98270 -1.21808 2.41819 0.0416 0.0053 0.0896 0.087
H 0.14859 -2.43605 1.83972 -0.2510 -0.1359 0.0444 0.069
H -0.72591 -2.70562 3.37502 -0.0107 0.0294 0.0259 0.086
H -2.46723 -4.95288 0.93739 -0.0078 -0.0131 0.0131 0.077
H -1.77569 -4.89096 2.57679 0.0147 -0.0195 0.0063 0.074
H -0.72619 -4.71223 1.14759 0.0019 -0.0372 0.0068 0.084
```
Positions in Å, forces in eV/Å.

Properties
E_tot ... -78719.0408 eV
F_max ... 1.0 eV Å⁻¹
LUMO energy ... 0.1537 Eh
ΔE to the lowest compared entry with this formula, charge and spin ... 34.0 kcal/mol
Charge ... -2
Kohn-Sham gap ... 7.422 eV


> Look up the LUMO energy of the second one.

0.1537 Eh